Molecular formula: C22H54F3N3O19P3V
Method: DFT, ωB97M-V/def2-TZVPD

ORCA input file:
```
! wB97M-V def2-TZVPD RIJCOSX def2/J DEFGRID3
* xyz 0 1
O -2.9994 1.7065 -3.1212
V -2.4759 2.0532 -1.6663
O -3.5520 3.0952 -1.0910
C -0.5964 2.2863 1.4393
O -0.4172 0.9654 1.9111
O -1.0274 2.2549 0.1587
C -1.5350 2.9451 2.4695
F -1.8654 4.1811 2.1167
F -2.6372 2.1889 2.6070
F -0.9123 3.0390 3.6573
C 0.7850 0.3196 1.5944
C 0.9051 -0.8580 2.5457
H 1.7449 -1.5434 2.4217
H 1.0128 -0.4507 3.5563
H 0.0068 -1.4760 2.6344
H 1.6849 0.9209 1.7618
H 0.7312 0.0033 0.5516
H 0.3728 2.8120 1.4282
C -1.8394 0.5227 4.8902
C -1.8720 -0.5881 5.9145
O -0.8931 -0.8963 6.5788
N -3.0539 -1.2528 5.9486
C -3.1978 -2.5726 6.5441
H -2.8091 0.9731 4.7094
H -1.3789 0.1206 3.9878
H -1.0954 1.2276 5.2574
H -3.8169 -0.8621 5.4299
H -2.2482 -2.9541 6.9173
H -3.4938 -3.2495 5.7430
H -3.8370 -2.6346 7.4241
C -1.5916 5.7512 -0.9208
C -1.3083 5.1115 -2.2671
O -1.3134 3.9014 -2.4357
N -0.9875 5.9948 -3.2326
C -0.6565 5.6350 -4.5931
H -2.6145 6.0407 -0.7030
H -0.9392 6.6258 -0.8105
H -1.2120 5.1098 -0.1229
H -0.7787 6.9399 -2.9745
H -0.2571 4.6287 -4.7081
H 0.1651 6.2698 -4.9361
H -1.4620 5.7764 -5.3140
C -4.6574 -1.6151 -1.7205
C -3.9471 -0.8896 -0.6156
O -3.4227 0.2141 -0.7833
N -3.7417 -1.5212 0.5406
C -3.1820 -0.8986 1.7462
H -5.6931 -1.6166 -1.3640
H -4.4200 -2.6777 -1.7753
H -4.3830 -1.0973 -2.6335
H -4.0594 -2.4585 0.7472
H -3.9756 -0.4535 2.3453
H -2.3824 -0.1929 1.5294
H -2.7383 -1.7019 2.3380
C -0.8501 -4.0580 0.4560
O -1.8275 -4.5363 -0.4636
P -3.0049 -5.4808 0.0693
O -4.0401 -4.8082 0.8534
O -3.5826 -6.1896 -1.2436
C -4.9080 -6.7635 -1.2602
O -2.1462 -6.7412 0.6669
C -1.4006 -7.5160 -0.2579
H -0.8358 -2.9741 0.5701
H 0.1263 -4.4033 0.1231
H -0.9758 -4.4184 1.4803
H -5.4958 -6.5008 -0.3819
H -4.7642 -7.8440 -1.2535
H -5.3377 -6.3774 -2.1807
H -1.0847 -6.9576 -1.1373
H -1.8723 -8.4593 -0.5308
H -0.4723 -7.8252 0.2300
C 5.2573 1.6667 1.0818
O 5.7278 1.3433 -0.2316
P 7.1680 0.7231 -0.6245
O 7.2705 -0.6863 -0.2739
O 7.2789 1.0344 -2.1627
C 6.4015 0.3347 -3.0512
O 8.2008 1.7452 0.0561
C 8.7520 1.4310 1.3202
H 4.9809 2.7199 1.0192
H 6.0545 1.6327 1.8272
H 4.4669 0.9385 1.2466
H 5.4716 0.9008 -3.0703
H 6.1807 -0.6878 -2.7270
H 6.9143 0.1589 -3.9941
H 8.7209 2.2743 2.0064
H 9.7760 1.0543 1.2692
H 8.2439 0.5965 1.8147
C 1.6675 3.0651 -1.7512
O 1.2679 2.6718 -3.0819
P 0.6437 1.1990 -3.2303
O -0.6515 0.9902 -2.5780
O 0.5279 0.9703 -4.8057
C 1.7025 1.1852 -5.6341
O 1.9098 0.3125 -2.8105
C 1.7784 -0.8403 -1.9906
H 1.0339 3.7579 -1.2136
H 2.6978 3.4207 -1.8503
H 1.8782 2.1432 -1.2002
H 1.5882 0.6866 -6.5906
H 2.6234 1.1449 -5.0633
H 1.5763 2.2365 -5.9319
H 2.6790 -1.0778 -1.4212
H 1.5206 -1.7642 -2.5104
H 1.0310 -0.5816 -1.2383
*
```

Calculated values
M: 865.54 g/mol
Gap between HOMO and LUMO: 8.463 eV